1.
The following is a quantum chemistry calculation of C22H39Cl2MnN4O3S as an isolated structure in a non-equilibrium geometry, from OMol25.

Properties
Total energy in eV: -102755.003
Largest force on an atom in eV/Å: 3.87
Kohn-Sham gap (alpha / beta) in hartree: 0.199 / 0.251
LUMO level (alpha / beta) in eV: 2.508 / 2.505

```
! wB97M-V def2-TZVPD RIJCOSX def2/J DEFGRID3
* xyz -1 6
O 0.0814 -2.2812 0.1551
C 0.2644 -3.4045 -0.5984
C 1.7312 -3.8666 -0.5387
C 2.7680 -3.0154 -0.1654
H 2.5455 -1.9882 0.1500
C 4.0915 -3.4624 -0.2370
H 4.9023 -2.7810 0.0258
C 4.3673 -4.7741 -0.6483
H 5.3990 -5.1259 -0.7039
C 3.3179 -5.6368 -0.9808
H 3.5182 -6.6591 -1.2951
C 2.0079 -5.1821 -0.9176
H 1.1723 -5.8281 -1.1883
H -0.3395 -4.2272 -0.1631
C -1.7578 -3.3137 -2.2184
C -0.2751 -3.2196 -2.0514
H -2.0118 -3.8502 -3.1395
H -2.2060 -2.3072 -2.2963
H -2.2035 -3.8150 -1.3518
C 0.5847 -3.0210 -3.0636
C 0.2040 -2.7822 -4.4860
H 1.6584 -3.0162 -2.8574
H 0.6228 -3.5727 -5.1228
H 0.6137 -1.8252 -4.8288
H -0.8794 -2.7531 -4.6406
Mn -0.3034 -0.5258 -0.7134
Cl 1.7877 0.1382 -0.9972
Cl -0.9841 0.0712 -2.7655
C -0.3886 2.7095 -1.2392
O -0.9802 2.0802 -0.3336
N -0.7940 3.8932 -1.7249
C -1.9775 4.5490 -1.1824
C -0.1220 4.5267 -2.8539
H 0.5128 2.2963 -1.7226
H -2.4846 3.8395 -0.5222
H -2.6517 4.8542 -1.9934
H -1.7020 5.4508 -0.6142
H 0.6882 3.8695 -3.1820
H 0.2977 5.4988 -2.5633
H -0.8218 4.6821 -3.6846
H -5.3790 -0.2864 0.8304
H -4.9672 -1.7860 2.9741
C -4.8723 -1.1134 0.3168
C -4.3328 -2.4274 2.3497
N -3.8523 -1.6911 1.1835
H -4.4139 -0.7521 -0.6058
C -2.5632 -1.4468 0.9818
O -2.1613 -0.7009 0.0405
H -3.4752 -2.7717 2.9350
H -1.8578 -1.9355 1.6752
H -5.6197 -1.8830 0.1013
H -4.9270 -3.2903 2.0276
C -0.2402 5.0224 2.2340
C -0.0576 3.7480 3.0371
N 0.0116 2.5633 2.1716
C 0.8132 1.5016 2.3700
S 0.3746 -0.1011 2.0688
N 2.0600 1.7192 2.8739
C 2.8989 2.8790 2.4608
C 3.7384 3.3007 3.6534
H 0.4961 5.1089 1.4271
H -0.1114 5.8850 2.8909
H -1.2405 5.0946 1.7955
H 0.8529 3.7822 3.6469
H -0.9100 3.6306 3.7221
H -0.7904 2.3846 1.5516
H 2.6026 0.8592 2.9479
H 3.5484 2.5558 1.6280
H 2.2478 3.6898 2.1039
H 4.4733 2.5306 3.9146
H 4.2861 4.2181 3.4142
H 3.1136 3.4876 4.5323
*
```

***

2.
The following is a quantum chemistry calculation of C25H21Br3N4O8 as an isolated structure in a non-equilibrium geometry, from OMol25.

Properties
ΔE to the lowest compared entry with this formula, charge and spin in eV: 1.661
Total energy in eV: -258720.315
Largest force on an atom in eV/Å: 3.23
Kohn-Sham gap in hartree: 0.329
LUMO level in eV: -0.788

```
! wB97M-V def2-TZVPD RIJCOSX def2/J DEFGRID3
* xyz 0 1
C 0.4069 0.1841 0.1888
Br -0.4277 -1.6562 0.2918
Br 0.6407 0.6372 -1.7364
Br 2.1945 0.0432 0.9102
H -0.1249 0.9766 0.7154
C -3.9073 -2.1995 -0.3541
C -4.9185 -3.1253 -0.5949
C -6.0658 -3.0697 0.1936
C -6.2506 -2.1401 1.1889
C -5.2245 -1.2049 1.3971
C -4.0577 -1.2148 0.6189
N -7.5064 -2.1272 1.9336
O -8.3084 -3.0151 1.6922
O -7.6205 -1.2872 2.8274
H -3.0583 -2.1258 -1.0175
H -4.6721 -3.9374 -1.2629
H -6.7672 -3.8119 -0.1580
H -5.3588 -0.3867 2.0891
H -3.3715 -0.3836 0.6877
C 7.1484 -2.2537 1.6533
C 5.8562 -2.1431 1.0652
C 4.7240 -2.4254 1.8380
C 4.8600 -2.8162 3.1582
C 6.1518 -3.1010 3.7127
C 7.2633 -2.7429 2.9291
N 3.6616 -2.9759 4.0594
O 2.6021 -2.5766 3.5952
O 3.7954 -3.3943 5.1905
H 7.9112 -1.8644 0.9952
H 5.8055 -1.9507 0.0037
H 3.7478 -2.2170 1.4257
H 6.2628 -3.4213 4.7381
H 8.2941 -2.7976 3.2465
C 1.4455 0.5746 -6.3472
C 2.0748 0.1584 -7.4666
C 3.2914 -0.5083 -7.3514
C 3.8238 -0.8086 -6.0692
C 3.1678 -0.3557 -4.9073
C 1.9478 0.3078 -5.0749
N 5.0982 -1.5613 -5.9253
O 5.4932 -2.2036 -6.8643
O 5.6166 -1.5827 -4.7704
H 0.5098 1.0928 -6.4965
H 1.5684 0.3437 -8.4023
H 3.8849 -0.8031 -8.2042
H 3.4545 -0.6128 -3.8983
H 1.3506 0.5994 -4.2235
C -3.4122 6.9121 3.3779
C -4.4795 6.4061 2.6030
C -4.4579 5.0794 2.2035
C -3.2719 4.3383 2.3974
C -2.1530 4.9257 3.0656
C -2.2594 6.2267 3.6122
N -3.1415 2.8262 2.1007
O -4.1445 2.1215 2.0672
O -2.0452 2.3193 1.9263
H -3.5370 7.9253 3.7305
H -5.3567 6.9912 2.3693
H -5.3816 4.7523 1.7494
H -1.2473 4.3899 3.3084
H -1.5254 6.6707 4.2682
*
```

***

3.
The following is a quantum chemistry calculation of C6H11N3 as an isolated structure in a non-equilibrium geometry, from OMol25.

Properties
ΔE to the lowest compared entry with this formula, charge and spin in eV: 5.626
Total energy in eV: -10865.193
Largest force on an atom in eV/Å: 7.47
Kohn-Sham gap in hartree: 0.363
LUMO level in eV: 0.764

```
! wB97M-V def2-TZVPD RIJCOSX def2/J DEFGRID3
* xyz 0 1
C -1.5775 -0.6789 -0.9860
C -0.2874 -0.2323 -0.2888
C 0.9086 0.2290 -1.1296
C 1.6108 1.3090 -0.3581
C 0.7736 1.4855 0.9096
C -0.3382 0.6709 0.8959
H -1.9146 -2.9084 -0.7218
H -2.1914 -1.6054 0.7725
H -2.1979 0.2493 -0.9696
H -1.2179 -1.0936 -1.8913
H 0.3077 -1.9562 -1.0477
H 0.5957 0.1835 -2.2093
H 1.6816 2.1045 -1.1879
H 2.6895 1.0666 -0.0497
H 0.9783 2.5462 1.1949
H 0.4319 0.7597 2.7495
H -1.1933 1.1264 1.2414
N -2.3686 -1.7717 -0.3256
N 0.8781 -1.1617 -0.4236
N 0.8464 0.4803 1.8722
*
```

***

4.
The following is a quantum chemistry calculation of a 2-piece molecular cluster, C7H13NO2 overall in a non-equilibrium geometry, from OMol25.

Properties
ΔE to the lowest compared entry with this formula, charge and spin in eV: 3.700
Total energy in eV: -13052.229
Largest force on an atom in eV/Å: 4.38
SMILES: [H]/N=C(\C)C(=C)C.CC(=O)O
Kohn-Sham gap (alpha / beta) in hartree: 0.348 / 0.348
LUMO level (alpha / beta) in eV: 0.606 / 0.607

```
! wB97M-V def2-TZVPD RIJCOSX def2/J DEFGRID3
* xyz 0 1
H -1.8917 -2.1010 0.7320
N -1.1747 -1.6660 0.1533
C -0.9618 -0.4297 0.4785
C -1.8815 0.2935 1.4474
C 0.6604 -0.0213 0.7119
C 0.9944 1.1160 1.3400
C 1.6302 -1.1695 0.6608
H -1.8344 1.3695 1.2722
H -1.5836 0.1051 2.4794
H -2.9117 -0.0418 1.3040
H 0.3472 1.9852 1.3746
H 1.9912 1.2668 1.7473
H 2.2042 -1.2540 1.5892
H 1.1410 -2.1297 0.4851
H 2.3618 -1.0178 -0.1375
C 0.6387 -0.2227 -2.4188
C 0.1995 0.9640 -1.6283
O 0.6246 2.0865 -1.6183
O -1.2450 0.7443 -1.2124
H 0.2488 -0.1111 -3.4331
H 1.7287 -0.2542 -2.4258
H 0.2413 -1.1404 -1.9867
H -1.5274 1.6284 -0.9149
*
```

***

5.
The following is a quantum chemistry calculation of an isolated ion of composition C6H6IO and charge +1 in a non-equilibrium geometry, from OMol25.

Properties
ΔE to the lowest compared entry with this formula, charge and spin in eV: 3.079
Total energy in eV: -16454.938
Largest force on an atom in eV/Å: 4.53
Kohn-Sham gap (alpha / beta) in hartree: 0.276 / 0.260
LUMO level (alpha / beta) in eV: -5.784 / -6.358

```
! wB97M-V def2-TZVPD RIJCOSX def2/J DEFGRID3
* xyz 1 1
C -1.2827 1.4718 -0.0080
C -2.6400 1.7511 -0.0382
C -1.0499 0.0882 0.0186
C -3.4942 0.7793 -0.2084
C 0.3127 -0.2428 0.2309
C 1.0366 -1.5729 0.0083
O -1.9077 -0.7461 -0.1761
I -5.2464 -0.1760 -0.0422
H -0.4693 2.1652 -0.2629
H -2.9213 2.7904 0.0218
H 0.8969 0.5155 0.5889
H 1.1801 -1.9226 0.9807
H 1.9696 -1.4180 -0.3486
H 0.4909 -2.2628 -0.6216
*
```

***

Copy entry 4 word for word.
The following is a quantum chemistry calculation of a 2-piece molecular cluster, C7H13NO2 overall in a non-equilibrium geometry, from OMol25.

Properties
ΔE to the lowest compared entry with this formula, charge and spin in eV: 3.700
Total energy in eV: -13052.229
Largest force on an atom in eV/Å: 4.38
SMILES: [H]/N=C(\C)C(=C)C.CC(=O)O
Kohn-Sham gap (alpha / beta) in hartree: 0.348 / 0.348
LUMO level (alpha / beta) in eV: 0.606 / 0.607

```
! wB97M-V def2-TZVPD RIJCOSX def2/J DEFGRID3
* xyz 0 1
H -1.8917 -2.1010 0.7320
N -1.1747 -1.6660 0.1533
C -0.9618 -0.4297 0.4785
C -1.8815 0.2935 1.4474
C 0.6604 -0.0213 0.7119
C 0.9944 1.1160 1.3400
C 1.6302 -1.1695 0.6608
H -1.8344 1.3695 1.2722
H -1.5836 0.1051 2.4794
H -2.9117 -0.0418 1.3040
H 0.3472 1.9852 1.3746
H 1.9912 1.2668 1.7473
H 2.2042 -1.2540 1.5892
H 1.1410 -2.1297 0.4851
H 2.3618 -1.0178 -0.1375
C 0.6387 -0.2227 -2.4188
C 0.1995 0.9640 -1.6283
O 0.6246 2.0865 -1.6183
O -1.2450 0.7443 -1.2124
H 0.2488 -0.1111 -3.4331
H 1.7287 -0.2542 -2.4258
H 0.2413 -1.1404 -1.9867
H -1.5274 1.6284 -0.9149
*
```

***

- The highest total energy belongs to which entry?
  C6H11N3

***

- Among the records above, which one has the lowest total energy?
  C25H21Br3N4O8